A structure of composition C4H12BrInNNiO at a distorted geometry, computed with ωB97M-V/def2-TZVPD.

Structure (XYZ):
```
21
Properties=species:S:1:pos:R:3:mulliken_charge:R:1
Ni 0.26758 1.98186 -2.30385 0.722
H -1.89734 -2.84793 -0.32091 0.244
H 2.34545 1.85735 -1.15344 0.366
H -2.83242 -0.74000 1.29675 0.257
N -2.34374 -1.92008 -0.49072 -0.582
H 0.96890 -1.78495 0.42682 0.143
H 0.23810 1.66154 2.49816 -0.141
Br -0.25563 4.24411 0.02173 -0.352
H 2.70495 -2.22244 -0.16406 0.277
H -1.43725 0.48367 -1.32303 0.122
In 0.15100 1.68645 0.70163 0.576
H -2.56699 1.22029 0.01927 0.369
H 2.41773 -0.87378 1.21605 0.331
C -1.60984 0.54173 -0.16587 -0.597
O 1.89768 -0.31014 -0.87593 -0.192
H -2.15290 -1.57964 -1.46339 0.231
C 2.08080 1.06145 -0.33691 -0.652
H -1.03165 -1.34410 1.17657 0.133
C 2.02153 -1.32190 0.20731 -0.516
C -1.92065 -0.89727 0.56147 -0.148
H 2.95470 1.10380 0.47236 0.407
```

As for the molar mass: 343.56 g mol⁻¹. Its expectation value of S² is 2.012. As for the net charge: +1. As for the spin multiplicity: 3. For the orbital gap (spin up / spin down), the calculation gives 0.2274 / 0.1668 hartree. For the total energy, the calculation gives -4561.53098 a.u. As for the energy above the lowest of the compared OMol25 structures with the same formula, charge and spin: 85.4 kcal per mole.

***

A cluster of 3 separate species, C4H12BrO2S2 in total at a distorted geometry, computed with ωB97M-V/def2-TZVPD.

Structure (XYZ):
```
21
Properties=species:S:1:pos:R:3:mulliken_charge:R:1
C -24.69549 22.25191 -12.18212 -0.973
S -30.26817 19.84736 -16.87296 0.400
H -23.63425 23.85416 -13.85900 0.355
H -24.57402 23.06677 -11.54090 0.428
H -24.36236 21.57629 -11.27168 0.229
H -28.75908 21.42133 -18.20153 0.323
O -22.20890 22.67558 -12.30648 -0.699
C -23.54863 22.95713 -14.40468 -0.706
Br -25.69209 19.96956 -15.44366 -0.862
H -22.68863 22.74899 -15.08928 0.248
H -28.08478 20.09144 -17.67507 0.247
O -30.64548 19.01146 -18.13393 -0.644
H -25.62045 21.88172 -12.57063 0.338
C -28.79161 20.84423 -17.20722 -0.822
H -29.60351 19.14786 -14.72180 0.318
H -30.09840 17.78284 -15.48353 0.337
H -24.52193 22.58711 -14.92775 0.188
H -28.57744 18.21132 -15.93457 0.287
H -28.14068 21.31024 -16.42193 0.335
C -29.51900 18.69393 -15.72247 -0.832
S -23.23703 21.94402 -13.08650 0.504
```

As for the molar mass: 236.18 g mol⁻¹. As for the net charge: -1. For the orbital gap, the calculation gives 0.2785 hartree. For the total energy, the calculation gives -3680.43485 a.u. As for the energy above the lowest of the compared OMol25 structures with the same formula, charge and spin: 13.5 kcal per mole.

***

A structure of composition C4H12ClInOP at a distorted geometry, computed with ωB97M-V/def2-TZVPD.

Structure (XYZ):
```
20
Properties=species:S:1:pos:R:3:mulliken_charge:R:1
H -0.27711 2.75899 1.28715 0.370
H -2.41564 0.12462 -1.06278 0.393
H 2.37434 -0.88641 1.19424 0.333
H 0.70626 1.31431 1.15311 0.220
O -0.68513 -1.02371 -0.78369 -0.209
H 2.45263 -2.03259 -0.96361 0.298
In -2.21376 -2.15221 -2.14963 0.921
H -2.13623 -0.22856 0.60172 0.523
H -0.19565 -1.19104 1.16426 0.487
H 0.14269 -2.58503 0.06187 0.537
C -0.96426 1.41167 -0.24657 -0.685
Cl 4.11256 -0.06042 -0.54910 0.019
H -1.75485 2.13787 -0.41073 0.386
H 1.65221 0.22119 -0.89633 0.260
P 2.21018 -0.87209 -0.21308 0.159
C 0.08224 -1.49703 0.15598 -0.375
H -0.25634 1.57614 -1.05692 0.418
C -0.31361 1.69186 1.11385 -1.006
H -0.89030 1.24959 1.91789 0.368
C -1.63024 0.04287 -0.31763 -0.417
```

As for the molar mass: 257.38 g mol⁻¹. As for the net charge: +3. For the orbital gap, the calculation gives 0.2024 hartree. For the total energy, the calculation gives -1225.10884 a.u.

***

A cluster of 3 separate species, C4H12ClO2S in total at a distorted geometry, computed with ωB97M-V/def2-TZVPD.

Structure (XYZ):
```
20
Properties=species:S:1:pos:R:3:mulliken_charge:R:1
H 11.08213 -57.87789 -38.25050 0.361
H 9.64699 -54.73868 -37.82710 0.322
S 8.90469 -57.15451 -37.98176 0.409
O 13.23039 -55.76899 -33.96904 -0.482
C 10.41554 -57.75897 -37.46612 -0.914
Cl 13.06723 -54.98618 -36.87767 -0.861
H 12.33702 -57.19568 -31.48404 0.300
H 10.57914 -56.85465 -32.21425 0.247
H 10.39344 -58.57596 -37.05140 0.538
C 12.13547 -56.64555 -33.64462 0.044
H 10.21994 -55.65162 -39.34226 0.307
C 11.70950 -56.65039 -32.21069 -1.151
H 12.35075 -57.58845 -33.99077 0.280
H 13.17586 -55.34714 -34.81762 0.188
H 11.82303 -55.78440 -31.70924 0.400
H 11.37150 -56.14624 -34.31958 0.086
H 8.43549 -55.09541 -38.93381 0.284
H 10.95559 -57.06554 -36.69174 0.119
O 8.63936 -58.07275 -39.25325 -0.670
C 9.46373 -55.57005 -38.64358 -0.808
```

As for the molar mass: 159.66 g mol⁻¹. As for the net charge: -1. For the orbital gap, the calculation gives 0.2843 hartree. For the total energy, the calculation gives -1168.42406 a.u. As for the energy above the lowest of the compared OMol25 structures with the same formula, charge and spin: 0.0 kcal per mole.

***

A structure of composition C4H12F4HfO4 at a distorted geometry, computed with ωB97M-V/def2-TZVPD.

Structure (XYZ):
```
25
Properties=species:S:1:pos:R:3:mulliken_charge:R:1
C -2.55447 -0.45568 2.11116 -0.489
H 2.73167 -1.68813 -0.28841 0.272
O -1.46430 -1.16675 1.53515 -0.385
F 1.12871 2.00644 -0.01705 -0.747
H -2.18069 1.44217 3.40916 0.442
C 1.99107 0.38233 -2.66054 -0.628
C 2.67612 -0.75037 -1.98623 -0.292
O -1.28966 1.58652 1.53972 -0.452
H 2.34736 1.34333 -2.28370 0.266
F 1.37982 -0.18548 2.02778 -0.776
H -3.25263 1.44463 2.15873 0.288
Hf 0.10085 0.02055 0.13710 2.250
H 0.14364 0.10152 -3.22757 0.280
H -2.77668 -0.89473 3.08846 0.430
F -0.21000 -1.90030 -0.99515 -0.681
F -1.86468 0.42061 -0.85179 -0.701
O 0.59102 0.39766 -2.43234 -0.373
H -3.40911 -0.58562 1.44832 0.318
O 2.29180 -0.89647 -0.60956 -0.367
H 2.52593 -1.70807 -2.48992 0.351
H -0.98204 2.42616 1.89357 0.306
C -2.27207 1.01488 2.40962 -0.385
H 2.16510 0.24940 -3.73055 0.451
H -1.56530 -2.06330 1.86567 0.275
H 3.74854 -0.54132 -2.05162 0.347
```

As for the molar mass: 378.62 g mol⁻¹. As for the net charge: 0. For the orbital gap, the calculation gives 0.4098 hartree. For the total energy, the calculation gives -908.21414 a.u. As for the energy above the lowest of the compared OMol25 structures with the same formula, charge and spin: 18.9 kcal per mole.

***

A structure of composition C4H12FNaO2S2Sn at a distorted geometry, computed with ωB97M-V/def2-TZVPD.

Structure (XYZ):
```
23
Properties=species:S:1:pos:R:3:mulliken_charge:R:1
H -2.31783 2.59382 -3.27456 0.366
H -0.13045 -0.64612 3.49488 0.456
C -1.83905 0.42528 -1.49685 -0.489
H -1.57473 2.14264 -4.92047 0.331
H -0.91130 -0.10939 1.94672 0.263
H -2.93193 1.40181 -4.16488 0.380
H 0.41943 -1.42014 2.09100 0.011
H 2.90463 -1.12831 3.13409 0.238
O 1.87181 0.96994 1.06277 -0.528
H -1.40102 0.26720 -0.51417 -0.110
H 3.35486 0.45616 3.80129 0.343
C -0.00556 -0.47389 2.42386 -0.569
C -1.94627 1.82130 -3.94983 -1.010
C 2.51848 -0.18746 3.52913 -0.884
O -0.70246 -0.58881 -3.70282 -0.579
H 2.03404 -0.37632 4.48779 0.372
S 1.31698 0.75345 2.45760 0.525
S -0.73639 0.74302 -2.97539 0.507
H -2.51872 -0.39585 -1.72791 0.343
Na 1.25968 -4.24567 0.73082 0.921
F 0.68249 -2.02794 -0.29119 -0.678
H -2.56790 1.23714 -1.47595 0.363
Sn 3.22121 -1.21187 -0.66593 1.430
```

As for the molar mass: 316.97 g mol⁻¹. As for the net charge: +2. For the orbital gap, the calculation gives 0.1092 hartree. For the total energy, the calculation gives -1582.17712 a.u. As for the energy above the lowest of the compared OMol25 structures with the same formula, charge and spin: 81.1 kcal per mole.